Formula: C7H10
Source: the Open Molecules 2025 dataset
Level of theory: ωB97M-V/def2-TZVPD

Geometry (Å):
C 0.149 1.675 1.224
C 1.280 1.315 0.297
C -0.025 0.601 0.191
C -1.298 0.008 -1.437
C -1.135 -1.276 -0.661
C 0.249 -1.844 -0.512
C -0.264 -0.850 0.490
H -0.350 2.629 1.069
H 0.198 1.359 2.264
H 1.557 2.033 -0.471
H 2.111 0.739 0.700
H -0.866 0.996 -0.570
H -0.511 0.082 -2.207
H -2.009 -1.906 -0.513
H 1.013 -1.529 -1.224
H 0.339 -2.868 -0.158
H -0.440 -1.166 1.517

Properties
LUMO: 0.72 eV
gap between HOMO and LUMO: 8.80 eV
strongest force on any atom: 0.0057 Eh/bohr
charge: 0
E_tot: -272.49915 a.u.
multiplicity: 1

***

Formula: C2H4NPS
Source: the Open Molecules 2025 dataset
Level of theory: ωB97M-V/def2-TZVPD

Geometry (Å):
C 0.513 -0.289 0.762
C 0.949 -0.432 -0.640
N -0.174 0.406 1.487
P -1.892 1.598 -0.398
S -3.564 1.127 0.361
H 1.101 -1.044 1.350
H 0.577 -1.383 -1.062
H 1.917 -0.501 -0.813
H 0.574 0.518 -1.047

Properties
LUMO (alpha / beta): -1.20 / -1.44 eV
gap between HOMO and LUMO (alpha / beta): 7.57 / 5.91 eV
strongest force on any atom: 0.1046 Eh/bohr
charge: 0
E_tot: -872.77628 a.u.
multiplicity: 1

***

Formula: C30H37F5NO32PS7
Source: the Open Molecules 2025 dataset
Level of theory: ωB97M-V/def2-TZVPD

Geometry (Å):
C 5.014 -4.745 0.456
C 5.106 -3.833 1.432
C 5.749 -2.439 1.283
C 5.827 -1.982 -0.175
C 6.957 -2.291 -0.982
C 7.056 -1.918 -2.339
C 6.014 -1.182 -2.965
N 6.108 -0.763 -4.345
C 6.245 -1.794 -5.048
O 6.263 -2.505 -5.970
C 4.881 -0.876 -2.182
C 4.790 -1.250 -0.799
C 3.520 -0.813 -0.049
O 3.549 -0.419 1.085
C 2.232 -0.880 -0.904
C 0.917 -1.361 -0.253
F -0.129 -0.512 -0.498
F 1.024 -1.389 1.112
C 0.545 -2.866 -0.655
F 0.960 -3.655 0.366
F 1.191 -3.300 -1.732
F -0.791 -2.970 -0.769
C 2.313 -0.551 -2.202
P 0.926 -0.598 -3.434
O 0.854 -1.883 -4.186
C 3.689 -0.122 -2.785
O 3.786 0.702 -3.652
H 4.877 -5.799 0.754
H 5.011 -4.530 -0.621
H 4.657 -4.107 2.404
H 6.788 -2.547 1.666
H 5.261 -1.709 1.949
H 7.814 -2.849 -0.575
H 7.954 -2.190 -2.906
H 1.259 0.407 -4.387
H -0.320 -0.222 -2.884
C -0.811 2.890 1.184
C 0.493 2.445 1.811
O 1.452 3.423 1.390
S 0.723 4.849 1.247
O 0.951 5.593 2.431
O 1.002 5.364 -0.051
O -0.793 4.317 1.272
H -0.859 2.613 0.128
H -1.678 2.486 1.702
H 0.791 1.450 1.489
H 0.438 2.471 2.902
C -1.222 7.133 -1.928
C -1.177 6.916 -3.424
O -2.003 5.767 -3.647
S -3.190 5.748 -2.557
O -4.353 6.306 -3.147
O -3.193 4.476 -1.926
O -2.570 6.830 -1.545
H -0.556 6.442 -1.408
H -0.969 8.154 -1.652
H -0.168 6.743 -3.790
H -1.617 7.760 -3.962
C -3.268 -2.074 1.543
C -2.016 -2.305 2.355
O -2.107 -1.373 3.440
S -3.654 -1.163 3.825
O -3.954 -2.000 4.932
O -3.929 0.231 3.823
O -4.296 -1.822 2.509
H -3.171 -1.188 0.909
H -3.524 -2.933 0.927
H -1.111 -2.137 1.781
H -1.997 -3.313 2.776
C -2.421 -0.732 7.614
C -1.746 0.476 7.009
O -0.969 1.031 8.078
S -0.462 -0.158 9.037
O 0.867 -0.501 8.670
O -0.822 0.160 10.372
O -1.445 -1.309 8.492
H -3.287 -0.440 8.213
H -2.729 -1.453 6.863
H -2.460 1.204 6.631
H -1.060 0.186 6.207
C -5.771 -3.115 -2.391
C -5.424 -4.512 -2.861
O -5.035 -5.208 -1.672
S -5.874 -4.639 -0.424
O -6.974 -5.498 -0.187
O -4.957 -4.275 0.600
O -6.420 -3.300 -1.129
H -4.871 -2.517 -2.228
H -6.428 -2.596 -3.085
H -4.619 -4.519 -3.592
H -6.297 -5.019 -3.279
C 5.722 0.750 -9.833
C 5.921 -0.318 -10.889
O 6.252 -1.499 -10.154
S 5.487 -1.473 -8.733
O 4.307 -2.251 -8.840
O 6.439 -1.683 -7.697
O 5.069 0.082 -8.749
H 6.678 1.134 -9.471
H 5.112 1.576 -10.192
H 6.714 -0.069 -11.590
H 4.997 -0.509 -11.440
C -7.192 2.184 6.060
C -6.516 3.394 5.451
O -5.752 3.961 6.521
S -5.246 2.783 7.492
O -3.913 2.444 7.131
O -5.616 3.104 8.820
O -6.218 1.624 6.945
H -8.065 2.471 6.651
H -7.488 1.455 5.310
H -7.228 4.119 5.063
H -5.824 3.104 4.657

Properties
LUMO: -2.02 eV
gap between HOMO and LUMO: 7.70 eV
strongest force on any atom: 0.1076 Eh/bohr
charge: 0
E_tot: -7255.52881 a.u.
multiplicity: 1

***

Formula: C4H9ClN
Source: the Open Molecules 2025 dataset
Level of theory: ωB97M-V/def2-TZVPD

Geometry (Å):
C -0.776 -0.091 1.409
C 0.522 0.062 1.525
C -0.548 0.088 -1.047
C -0.030 -2.104 0.113
N -0.263 -0.602 0.243
Cl 1.080 3.787 -0.667
H 1.775 4.880 -1.294
H -1.700 -0.275 1.825
H 1.434 0.550 1.944
H 0.107 -0.087 -1.878
H -1.605 0.071 -1.326
H -0.282 1.124 -0.821
H 0.822 -2.192 -0.632
H 0.241 -2.607 1.007
H -0.777 -2.604 -0.402

Properties
LUMO: -4.18 eV
gap between HOMO and LUMO: 10.50 eV
strongest force on any atom: 0.0803 Eh/bohr
charge: +1
E_tot: -672.34153 a.u.
multiplicity: 1

***

Q: What is the strongest force on any atom in the first record?
A: 0.0057 Eh/bohr

***

Q: Look up the charge of the fourth one.
A: +1